(1)
A 3-piece molecular cluster, C20H43F3N2O4S overall at a distorted geometry. Source: the Open Molecules 2025 dataset; level of theory: ωB97M-V/def2-TZVPD.

Last column: Mulliken charge in e.
Cartesian coordinates (Å):
O -0.52 2.13 0.66  -0.693
S -1.85 1.99 0.17  1.499
O -2.78 2.32 1.17  -0.739
O -2.03 0.46 -0.24  -0.240
C -1.27 0.19 -1.45  -0.303
C -1.96 0.89 -2.60  -0.184
C -1.66 2.39 -2.60  -1.167
C -1.94 3.11 -1.24  -0.034
C -3.23 3.95 -1.27  -1.349
C -4.44 3.24 -1.84  -0.531
O -4.67 1.99 -1.22  -0.173
C -5.63 1.25 -1.94  -0.766
C -6.70 0.67 -1.04  0.965
F -7.23 1.58 -0.26  -0.255
F -6.32 -0.38 -0.36  -0.236
F -7.69 0.26 -1.86  -0.308
H -1.31 -0.88 -1.60  0.458
H -0.23 0.48 -1.30  0.157
H -1.54 0.49 -3.53  0.474
H -3.03 0.69 -2.63  -0.272
H -0.59 2.48 -2.77  0.331
H -2.15 2.90 -3.43  0.486
H -1.12 3.81 -1.11  0.562
H -3.02 4.80 -1.91  0.433
H -3.41 4.37 -0.29  0.405
H -4.34 3.19 -2.93  0.482
H -5.31 3.89 -1.64  0.413
H -6.16 1.87 -2.66  0.430
H -5.20 0.42 -2.50  0.191
C 2.07 -2.73 4.50  -1.378
C 0.72 -2.06 4.28  -0.470
N 0.58 -1.47 2.97  0.579
C -0.57 -0.57 2.84  -0.381
C -1.97 -1.18 2.98  -1.192
C 0.79 -2.36 1.84  -0.368
C -0.07 -3.62 1.74  -1.367
H 2.89 -2.04 4.28  0.255
H 2.16 -3.05 5.53  0.439
H 2.19 -3.62 3.87  0.305
H 0.62 -1.26 5.02  0.425
H -0.08 -2.79 4.50  0.324
H -0.50 -0.06 1.88  -0.001
H -0.46 0.22 3.59  0.416
H -2.25 -1.76 2.11  0.191
H -2.70 -0.37 3.08  0.436
H -2.06 -1.81 3.87  0.368
H 1.84 -2.67 1.85  0.363
H 0.69 -1.78 0.92  0.059
H -0.14 -4.15 2.69  0.268
H 0.37 -4.31 1.01  0.447
H -1.08 -3.40 1.40  0.274
C 3.99 0.43 1.32  -1.562
C 3.43 0.04 -0.03  -0.001
N 4.27 0.44 -1.15  0.146
C 3.60 0.35 -2.43  -0.564
C 3.17 -1.04 -2.92  -1.008
C 5.64 -0.04 -1.11  -0.708
C 5.87 -1.55 -1.03  -0.908
H 4.22 1.49 1.36  0.357
H 3.26 0.21 2.10  0.362
H 4.90 -0.13 1.57  0.348
H 2.46 0.54 -0.14  0.140
H 3.22 -1.04 -0.04  0.178
H 4.24 0.81 -3.20  0.348
H 2.71 0.98 -2.39  0.327
H 4.02 -1.64 -3.26  0.301
H 2.50 -0.93 -3.78  0.413
H 2.63 -1.60 -2.16  0.194
H 6.14 0.42 -0.25  0.379
H 6.18 0.36 -1.98  0.384
H 5.24 -2.03 -0.28  0.199
H 6.91 -1.75 -0.75  0.381
H 5.71 -2.04 -1.98  0.269

As for the HOMO energy: -7.8 eV. The SMILES is O=S1(=O)OCCC[C@H]1CCOCC(F)(F)F.CCN(CC)CC.CCN(CC)CC. For the calculated total energy, the calculation gives -1896.04642 Ha. The calculation puts the lowest unoccupied orbital energy at 0.0130 Eh.

***

(2)
C20H43MoN2P3S as an isolated structure at a distorted geometry. Source: the Open Molecules 2025 dataset; level of theory: ωB97M-V/def2-TZVPD.

Last column: Löwdin spin population.
Cartesian coordinates (Å):
Mo 0.04 0.13 -0.03  0.852
P 2.00 1.12 0.99  -0.005
P -1.91 1.65 0.15  0.029
P 0.52 0.77 -2.24  0.032
H -1.18 -2.33 -0.28  -0.001
C -0.41 -1.82 -0.88  -0.048
C 0.96 -1.81 -0.35  0.052
H 1.14 -2.34 0.59  0.005
C 2.45 0.70 2.71  0.002
C 1.87 2.93 1.10  -0.004
C 3.55 0.74 0.10  0.005
C -3.43 0.98 -0.60  -0.003
C -2.40 2.01 1.87  0.006
C -1.66 3.31 -0.57  0.017
C 1.70 -0.23 -3.22  0.017
C 1.24 2.44 -2.46  -0.008
C -0.96 0.84 -3.31  0.014
H -0.56 -1.91 -1.96  -0.007
H 1.79 -1.87 -1.05  0.014
H 2.52 -0.39 2.84  0.000
H 1.72 1.11 3.42  0.000
H 3.43 1.14 2.94  0.000
H 1.01 3.20 1.73  0.000
H 1.73 3.38 0.11  0.000
H 2.78 3.35 1.55  -0.001
H 3.70 -0.35 0.10  0.000
H 4.40 1.21 0.62  0.000
H 3.52 1.09 -0.94  0.000
H -4.25 1.70 -0.49  -0.001
H -3.69 0.04 -0.08  0.000
H -3.27 0.75 -1.66  0.000
H -3.20 2.76 1.88  0.000
H -1.54 2.41 2.43  0.000
H -2.76 1.10 2.36  0.000
H -2.54 3.94 -0.35  0.003
H -1.54 3.27 -1.66  0.000
H -0.78 3.79 -0.13  0.000
H 1.82 0.23 -4.21  0.001
H 1.33 -1.25 -3.35  0.001
H 2.68 -0.27 -2.72  0.000
H 1.30 2.67 -3.53  -0.001
H 2.25 2.48 -2.03  0.000
H 0.62 3.21 -1.98  0.000
H -0.67 1.08 -4.34  0.002
H -1.68 1.59 -2.96  0.000
H -1.46 -0.14 -3.32  0.002
C -0.59 -2.73 -7.01  0.202
C -1.77 -2.96 -7.76  0.084
C -2.02 -4.23 -8.28  0.037
C -1.11 -5.27 -8.08  0.239
C 0.07 -5.04 -7.37  0.041
C 0.34 -3.78 -6.84  0.085
S -0.26 -1.19 -6.27  0.287
H -1.43 -0.56 -6.61  0.010
H -2.46 -2.14 -7.91  0.001
H -2.94 -4.39 -8.84  -0.001
H -1.32 -6.25 -8.48  0.009
H 0.79 -5.84 -7.21  -0.001
H 1.26 -3.58 -6.29  0.000
C -1.54 0.15 4.97  0.002
N -0.61 -0.74 4.25  -0.003
C 0.35 -1.48 5.07  0.002
C -0.54 -0.74 2.96  0.036
N -0.49 -0.52 1.80  -0.002
H -1.32 0.05 6.03  0.000
H -2.58 -0.15 4.78  0.000
H -1.38 1.20 4.67  0.000
H 0.24 -2.56 4.91  0.000
H 1.38 -1.16 4.85  0.000
H 0.12 -1.25 6.12  0.000

As for the HOMO energy (alpha / beta): -19.4 / -19.6 eV. The multiplicity is 3. For the calculated total energy, the calculation gives -2386.26204 Ha. The calculation puts the lowest unoccupied orbital energy (alpha / beta) at -0.5148 / -0.5062 Eh. Its charge is +4.